The following is a quantum chemistry calculation of a single C6H6N2O molecule, from the OMol25 dataset.

The calculation puts the energy above the lowest of the compared OMol25 structures with the same formula, charge and spin at 333.73 kJ/mol. The value obtained for the energy is -11342.9729 eV. The HOMO-LUMO gap is 9.75 eV.

ORCA input file:
```
! wB97M-V def2-TZVPD RIJCOSX def2/J DEFGRID3
* xyz 0 1
N -0.633 -0.365 -2.517
C 0.099 0.080 -1.368
N 1.245 0.834 -1.358
C 1.772 1.189 -0.224
C 1.248 0.882 1.082
C 0.019 0.084 1.066
C -0.608 -0.094 -0.179
O -1.688 -1.014 0.312
C -1.053 -0.943 1.636
H -1.506 0.335 -2.358
H -1.211 -1.310 -2.260
H 2.705 1.814 -0.168
H 1.936 0.970 1.914
H -0.565 -1.917 1.839
H -1.762 -0.544 2.583
*
```

***

The following is a quantum chemistry calculation of a single C2H4OS molecule, from the OMol25 dataset.

The calculation puts the energy above the lowest of the compared OMol25 structures with the same formula, charge and spin at 245.17 kJ/mol. The value obtained for the energy is -15018.9245 eV. The HOMO-LUMO gap is 10.31 eV.

ORCA input file:
```
! wB97M-V def2-TZVPD RIJCOSX def2/J DEFGRID3
* xyz 0 1
S -1.233 1.431 -0.675
C -0.357 0.374 0.414
C 0.471 -0.813 0.165
O 1.348 0.189 0.502
H -0.600 0.968 -1.764
H -0.825 0.544 1.420
H 0.642 -1.692 0.785
H 0.554 -1.000 -0.846
*
```

***

The following is a quantum chemistry calculation of a molecular structure, C13H19AsF5FeO3S4Sb, from the OMol25 dataset.

The calculation puts the energy above the lowest of the compared OMol25 structures with the same formula, charge and spin at 120.32 kJ/mol. The value obtained for the energy is -178625.4132 eV. As for the expectation value of S²: 8.7805. The HOMO-LUMO gap (alpha / beta) is 7.02 / 5.47 eV.

ORCA input file:
```
! wB97M-V def2-TZVPD RIJCOSX def2/J DEFGRID3
* xyz -1 6
Fe -0.551 0.035 0.869
S 0.999 -3.467 -0.720
Sb -0.375 -3.047 1.084
S -2.146 -1.502 0.324
S 0.635 -1.282 2.438
C 2.180 -0.319 -1.349
O 1.760 -0.144 -0.008
C 2.386 0.916 0.671
C 1.824 2.277 0.268
O 0.467 2.308 0.656
C -0.208 3.463 0.216
H 3.272 -0.351 -1.393
H 1.802 0.464 -2.007
H 1.764 -1.274 -1.666
H 3.470 0.896 0.498
H 2.171 0.746 1.732
H 1.922 2.418 -0.818
H 2.378 3.083 0.775
H 0.301 4.367 0.571
H -1.209 3.424 0.643
H -0.269 3.489 -0.879
F -4.997 2.466 -3.875
C -3.884 2.011 -3.253
C -3.809 1.980 -1.865
F -4.848 2.413 -1.116
C -2.667 1.511 -1.265
F -2.565 1.498 0.101
C -1.531 1.007 -1.958
O -0.522 0.585 -1.341
C -1.658 1.081 -3.379
F -0.619 0.687 -4.152
C -2.790 1.569 -3.995
F -2.843 1.644 -5.341
C -2.871 -1.711 3.506
As -3.137 0.157 2.991
C -4.042 0.775 4.635
C -4.615 0.297 1.724
S -1.502 1.459 2.906
H -3.398 -1.913 4.440
H -1.801 -1.875 3.654
H -3.237 -2.363 2.715
H -4.973 0.235 4.814
H -4.241 1.845 4.560
H -3.363 0.614 5.476
H -5.515 -0.115 2.176
H -4.374 -0.255 0.817
H -4.769 1.349 1.477
*
```

***

The following is a quantum chemistry calculation of a single C20H29N5O molecule, from the OMol25 dataset.

The calculation puts the energy above the lowest of the compared OMol25 structures with the same formula, charge and spin at 146.27 kJ/mol. The value obtained for the energy is -30708.8263 eV. The HOMO-LUMO gap is 8.77 eV.

ORCA input file:
```
! wB97M-V def2-TZVPD RIJCOSX def2/J DEFGRID3
* xyz 0 1
C 0.127 -4.339 0.119
C -0.170 -3.153 1.030
C 0.279 -1.821 0.422
C -0.616 -1.323 -0.722
C -1.616 -0.217 -0.356
C -2.461 0.111 -1.621
N -3.396 1.194 -1.469
C -4.698 0.853 -0.953
C -4.748 0.399 0.539
N -3.486 0.359 1.235
C -2.860 1.628 1.504
C -1.968 2.139 0.351
C -2.788 2.385 -0.936
C -0.958 1.075 0.038
N 0.310 1.157 0.024
N 0.993 2.280 0.329
C 2.377 2.293 0.334
O 2.974 3.311 0.610
N 2.897 1.079 0.008
C 4.228 0.689 -0.088
C 5.286 1.560 0.158
C 6.588 1.108 0.046
C 6.854 -0.204 -0.308
C 5.803 -1.071 -0.554
C 4.498 -0.631 -0.446
C -2.543 -0.645 0.809
H 1.196 -4.416 -0.067
H -0.207 -5.265 0.581
H -0.377 -4.236 -0.839
H 0.356 -3.300 1.976
H -1.238 -3.124 1.249
H 0.327 -1.062 1.202
H 1.295 -1.958 0.047
H -1.181 -2.163 -1.130
H 0.011 -0.932 -1.526
H -3.010 -0.781 -1.935
H -1.765 0.382 -2.424
H -5.095 0.058 -1.590
H -5.336 1.730 -1.090
H -5.177 -0.605 0.602
H -5.402 1.069 1.104
H -3.635 2.364 1.729
H -2.232 1.509 2.396
H -1.500 3.080 0.659
H -3.567 3.127 -0.747
H -2.111 2.788 -1.700
H 0.535 3.153 0.574
H 2.189 0.376 -0.181
H 5.077 2.580 0.434
H 7.402 1.790 0.239
H 7.874 -0.549 -0.393
H 5.999 -2.096 -0.832
H 3.678 -1.308 -0.639
H -3.096 -1.542 0.523
H -1.916 -0.885 1.674
*
```

***

The following is a quantum chemistry calculation of a molecular structure, C36H45BBrI3N4O18P, from the OMol25 dataset.

The value obtained for the energy is -185171.7342 eV. The HOMO-LUMO gap is 6.97 eV.

ORCA input file:
```
! wB97M-V def2-TZVPD RIJCOSX def2/J DEFGRID3
* xyz 1 1
C 4.242 3.838 -0.802
C 2.688 3.690 -0.317
N 1.983 2.651 -1.172
N 0.618 2.906 -1.217
C -0.011 2.857 0.159
N -0.567 3.996 0.561
C -1.294 4.031 1.858
C -0.474 4.818 3.030
O 0.760 5.006 2.891
Br -1.398 5.483 4.686
C -0.570 5.300 -0.188
C -2.017 5.688 -0.813
C -1.767 6.373 -2.276
O -2.625 6.715 0.023
N 0.009 1.565 0.755
C 0.517 1.302 2.074
C 1.949 0.613 2.321
C 3.028 0.717 1.149
C 2.626 1.071 3.739
C -0.588 0.523 -0.092
B -2.222 0.298 0.134
C -3.189 1.231 1.026
O -2.846 -0.816 -0.567
P 0.090 -1.277 0.233
O -0.239 -2.268 -1.125
I -1.197 -2.227 2.151
O -0.427 0.659 -1.528
C -0.188 1.960 -2.017
O -1.504 2.612 -2.161
C 0.301 1.818 -3.571
I -0.758 2.886 -5.192
C 1.387 1.002 -3.999
C 2.258 0.123 -3.001
I 1.955 0.835 -6.125
H 4.979 3.660 0.051
H 4.503 3.120 -1.653
H 4.363 4.904 -1.241
H 2.615 3.432 0.813
H 2.238 4.737 -0.420
H 2.415 2.809 -2.109
H -1.568 3.022 2.305
H -2.265 4.628 1.715
H -0.358 6.113 0.613
H 0.253 5.410 -0.963
H -2.714 4.786 -0.910
H -2.578 6.007 -2.991
H -1.763 7.525 -2.152
H -0.754 6.094 -2.729
H -3.303 6.311 0.612
H -0.245 0.650 2.666
H 0.565 2.284 2.697
H 1.738 -0.520 2.468
H 3.690 1.648 1.156
H 2.494 0.510 0.162
H 3.758 -0.175 1.296
H 2.252 2.098 4.078
H 3.768 0.971 3.722
H 2.255 0.311 4.532
H -3.116 2.326 0.689
H -3.059 1.105 2.173
H -4.281 0.909 0.818
H -2.430 -0.949 -1.450
H 0.661 -2.466 -1.497
H -1.262 3.556 -2.308
H 2.311 -0.997 -3.302
H 3.352 0.502 -3.092
H 1.990 0.192 -1.899
C 0.010 1.847 9.661
C 0.244 1.027 8.634
C 0.548 1.554 7.273
O 0.776 0.776 6.361
C 0.556 3.008 7.086
C 0.318 3.828 8.110
C 0.041 3.302 9.477
O -0.153 4.081 10.394
O 0.321 5.183 7.947
O 0.216 -0.327 8.790
H -0.210 1.478 10.654
H 0.761 3.379 6.090
H 0.125 5.551 8.832
H 0.417 -0.695 7.907
C 1.369 -7.566 -0.210
C 0.669 -8.269 -1.103
C -0.414 -7.638 -1.911
O -1.021 -8.304 -2.732
C -0.711 -6.220 -1.677
C -0.013 -5.519 -0.781
C 1.088 -6.143 0.007
O 1.717 -5.465 0.804
O -0.279 -4.196 -0.550
O 0.917 -9.591 -1.313
H 2.158 -8.010 0.382
H -1.511 -5.779 -2.257
H 0.359 -3.923 0.137
H 0.283 -9.868 -2.004
C -2.377 -7.607 -5.757
C -2.156 -8.406 -6.803
C -1.865 -7.851 -8.156
O -1.649 -8.610 -9.085
C -1.855 -6.392 -8.314
C -2.079 -5.594 -7.268
C -2.342 -6.149 -5.910
O -2.525 -5.388 -4.972
O -2.075 -4.237 -7.400
O -2.187 -9.762 -6.676
H -2.587 -7.996 -4.769
H -1.660 -6.003 -9.304
H -2.260 -3.889 -6.506
H -1.996 -10.111 -7.569
*
```

***

The following is a quantum chemistry calculation of 2 unconnected molecules or ions with the total composition C3H6N2O2, from the OMol25 dataset.

The calculation puts the energy above the lowest of the compared OMol25 structures with the same formula, charge and spin at 469.12 kJ/mol. The value obtained for the energy is -10279.9354 eV. The HOMO-LUMO gap is 9.27 eV.

ORCA input file:
```
! wB97M-V def2-TZVPD RIJCOSX def2/J DEFGRID3
* xyz 0 1
C 1.773 -1.489 0.821
N 0.443 -1.893 0.488
C -0.708 -1.635 0.408
O -1.828 -1.429 0.164
H 2.271 -2.388 0.997
H 2.130 -0.985 0.019
H 1.545 -0.764 1.678
C -1.296 1.708 -0.739
N -0.008 1.615 -0.131
O 0.915 1.704 -0.920
H -1.634 2.808 -0.724
H -1.421 1.437 -1.789
H -2.182 1.311 -0.272
*
```

***

The following is a quantum chemistry calculation of a molecular structure, C12H10IrN13O5S3, from the OMol25 dataset.

The calculation puts the energy above the lowest of the compared OMol25 structures with the same formula, charge and spin at 0.00 kJ/mol. The value obtained for the energy is -77561.7498 eV. As for the expectation value of S²: 0.7548. The HOMO-LUMO gap (alpha / beta) is 8.66 / 5.81 eV.

ORCA input file:
```
! wB97M-V def2-TZVPD RIJCOSX def2/J DEFGRID3
* xyz -1 2
Ir 0.750 -0.228 -1.703
N 1.733 1.675 6.328
C 1.407 1.046 5.126
C 1.350 -0.345 5.049
C 0.985 -0.964 3.865
C 0.677 -0.190 2.760
C 0.726 1.197 2.816
C 1.086 1.808 3.999
S 0.241 -0.990 1.268
O 0.317 -2.415 1.449
O 1.265 -0.469 0.292
N -1.196 -0.446 0.966
C -1.824 -0.848 -0.144
N -3.169 -0.944 -0.105
C -3.769 -1.536 -1.112
C -3.088 -2.092 -2.196
C -1.748 -1.820 -2.259
N -1.129 -1.127 -1.288
H 2.294 1.120 6.955
H 2.092 2.610 6.228
H 1.591 -0.942 5.921
H 0.939 -2.041 3.789
H 0.500 1.782 1.933
H 1.124 2.890 4.054
H -4.853 -1.583 -1.059
H -3.590 -2.635 -2.982
H -1.136 -2.114 -3.101
N -1.633 1.639 -3.169
C -0.959 0.749 -3.974
N -1.264 0.501 -5.229
N -0.385 -0.458 -5.607
N 0.394 -0.783 -4.643
N 0.061 -0.018 -3.575
C -1.053 2.172 -2.034
N -1.375 3.328 -1.495
N -0.563 3.430 -0.420
N 0.199 2.402 -0.317
N -0.097 1.567 -1.336
H -2.281 2.244 -3.647
O 3.661 -1.945 -3.627
S 3.180 -1.657 -2.314
O 4.004 -2.001 -1.197
O 1.724 -2.025 -2.116
S 2.811 0.457 -2.149
*
```